{"formula": "C37H38AuBrN2OSeTe", "method": "wB97M-V/def2-TZVPD", "s_squared": 0.76, "gap_ev": [5.50, 6.78], "multiplicity": 2, "energy_ev": -190388.2789, "charge": -1, "species": ["Au", "C", "C", "C", "C", "C", "C", "Se", "C", "C", "C", "H", "H", "H", "H", "H", "H", "H", "H", "H", "H", "H", "Br", "C", "C", "C", "C", "N", "C", "H", "H", "H", "H", "C", "C", "C", "C", "C", "C", "Te", "N", "C", "O", "C", "C", "C", "C", "C", "C", "C", "C", "C", "C", "C", "C", "C", "C", "C", "C", "H", "H", "H", "H", "H", "H", "H", "H", "H", "H", "H", "H", "H", "H", "H", "H", "H", "H", "H", "H", "H", "H", "H"], "xyz": [[0.9379, 0.2931, -0.4817], [8.8480, -0.5879, -1.2752], [7.3690, -0.4998, -0.9875], [6.7483, -1.4037, -0.1382], [5.4065, -1.2797, 0.2198], [4.7994, -2.2990, 1.1509], [4.6659, -0.1981, -0.2790], [3.0220, 0.2771, 0.6444], [5.2487, 0.6701, -1.2164], [4.4837, 1.7930, -1.8706], [6.5909, 0.5023, -1.5505], [9.3013, -1.4112, -0.7227], [9.3506, 0.3354, -0.9802], [9.0439, -0.7432, -2.3391], [7.3281, -2.2251, 0.2757], [5.3310, -3.2499, 1.0772], [3.7463, -2.4517, 0.9219], [4.8497, -1.9607, 2.1899], [3.4135, 1.6843, -1.7242], [4.6955, 1.8133, -2.9424], [4.7752, 2.7592, -1.4498], [7.0418, 1.1976, -2.2564], [-3.6649, -2.8519, -1.5409], [-2.9521, -1.2064, -0.9343], [-3.6768, -0.4122, -0.0639], [-3.1114, 0.7798, 0.3224], [-1.8418, 1.1080, -0.1271], [-1.1370, 0.3250, -0.9436], [-1.7026, -0.8170, -1.3587], [-4.6418, -0.7310, 0.3066], [-3.6173, 1.4334, 1.0188], [-1.3580, 2.0228, 0.1836], [-1.1205, -1.4254, -2.0362], [2.9157, 7.8921, 3.8948], [2.3808, 6.4893, 3.7312], [1.0518, 6.2517, 3.4212], [0.5633, 4.9542, 3.2617], [-0.8959, 4.7724, 2.8970], [1.4057, 3.8498, 3.4287], [0.7033, 1.7857, 2.6250], [-0.6970, 0.3069, 2.3403], [-1.3369, -0.4336, 3.2421], [-1.7480, -0.1225, 4.3762], [-1.6706, -1.8363, 2.7314], [-2.7134, -2.5414, 3.3245], [-3.0403, -3.8219, 2.8915], [-2.3151, -4.4152, 1.8657], [-1.2628, -3.7216, 1.2786], [-0.9407, -2.4404, 1.7112], [1.3089, 0.9202, 4.4828], [2.2102, -0.1363, 4.3998], [2.7206, -0.7341, 5.5458], [2.3189, -0.2730, 6.7896], [1.3825, 0.7480, 6.8732], [0.8486, 1.3536, 5.7362], [-0.2196, 2.3999, 5.8911], [2.7649, 4.0824, 3.7185], [3.7681, 2.9626, 3.8728], [3.2218, 5.3915, 3.8771], [2.1132, 8.6294, 3.8405], [3.6444, 8.1248, 3.1136], [3.4215, 8.0055, 4.8567], [0.3769, 7.0954, 3.2896], [-1.4724, 5.6715, 3.1283], [-1.3311, 3.9279, 3.4314], [-1.0041, 4.5715, 1.8266], [-3.2506, -2.0614, 4.1337], [-3.8603, -4.3581, 3.3569], [-2.5627, -5.4151, 1.5287], [-0.6890, -4.1806, 0.4808], [-0.1147, -1.8963, 1.2679], [2.5263, -0.4888, 3.4237], [3.4352, -1.5450, 5.4615], [2.7236, -0.7150, 7.6932], [1.0416, 1.0815, 7.8486], [-0.5635, 2.4454, 6.9262], [-1.0672, 2.1281, 5.2587], [0.1427, 3.3864, 5.5976], [3.6798, 2.2306, 3.0667], [3.6241, 2.4293, 4.8161], [4.7858, 3.3582, 3.8587], [4.2735, 5.5610, 4.1031]]}